Entry 1:
Entry from the Open Molecules 2025 dataset: a 21-piece molecular cluster, C59H160O21 overall (the ωB97M-V functional and the def2-TZVPD basis).

Last column: Mulliken charge in e.
CARTESIAN COORDINATES (ANGSTROEM)
C  -8.49  0.72  -4.44  -1.51
C  -7.19  0.03  -4.75  0.47
C  -5.93  0.84  -4.81  0.01
O  -6.91  -0.94  -3.85  -0.31
H  -8.65  0.91  -3.38  0.31
H  -9.23  0.02  -4.83  0.36
H  -8.64  1.71  -4.86  0.39
H  -7.40  -0.37  -5.74  0.41
H  -5.84  1.53  -5.65  0.57
H  -5.08  0.21  -5.08  -0.45
H  -5.62  1.19  -3.83  -0.34
H  -6.86  -0.51  -2.99  0.12
C  -0.50  3.75  -4.86  -1.00
C  -0.38  5.03  -3.94  0.73
C  0.20  4.75  -2.58  -1.11
O  0.25  6.02  -4.57  -0.60
H  -0.95  3.89  -5.84  0.47
H  -1.09  2.97  -4.38  -0.02
H  0.44  3.22  -5.02  0.40
H  -1.35  5.45  -3.67  0.07
H  1.23  4.39  -2.65  0.50
H  -0.37  3.96  -2.11  -0.08
H  0.18  5.61  -1.90  0.35
H  0.48  6.69  -3.92  0.34
C  5.85  -4.93  -3.78  -1.40
C  4.61  -5.66  -4.18  0.40
C  3.32  -4.97  -3.67  -0.99
O  4.55  -5.64  -5.60  -0.59
H  6.74  -5.49  -4.06  0.43
H  6.00  -4.78  -2.71  0.28
H  6.02  -4.00  -4.31  0.32
H  4.61  -6.73  -3.96  0.32
H  2.53  -4.98  -4.41  0.43
H  3.67  -4.07  -3.17  0.23
H  2.96  -5.47  -2.77  0.26
H  4.38  -4.74  -5.89  0.32
C  -2.19  6.86  -0.05  -1.28
C  -2.58  6.00  1.09  1.49
C  -2.23  6.67  2.41  -1.57
O  -3.97  5.67  1.17  -0.66
H  -2.68  7.82  -0.16  0.38
H  -2.39  6.30  -0.97  0.08
H  -1.15  7.19  -0.01  0.41
H  -1.96  5.10  1.09  -0.17
H  -2.40  7.74  2.29  0.38
H  -1.17  6.71  2.64  0.25
H  -2.79  6.35  3.29  0.37
H  -4.50  5.38  0.43  0.07
C  -2.71  -6.09  -0.82  -1.39
C  -1.45  -5.42  -0.36  0.92
C  -1.62  -3.93  -0.76  -0.79
O  -1.45  -5.45  1.03  -0.58
H  -3.58  -5.43  -0.74  -0.05
H  -2.87  -6.99  -0.23  0.45
H  -2.69  -6.55  -1.80  0.45
H  -0.60  -5.94  -0.80  0.22
H  -2.58  -3.41  -0.77  -0.23
H  -1.42  -3.77  -1.82  0.54
H  -0.81  -3.34  -0.34  0.01
H  -1.50  -4.55  1.35  0.08
C  -0.73  0.79  -0.78  -0.94
C  0.09  -0.22  0.05  3.02
C  1.52  0.19  0.22  -1.18
O  -0.49  -0.35  1.33  0.96
H  -0.97  1.68  -0.19  0.52
H  -1.54  0.17  -1.16  -0.35
H  -0.26  1.05  -1.73  0.31
H  0.08  -1.23  -0.36  -1.74
H  1.93  -0.10  1.18  -0.04
H  1.73  1.25  0.06  0.10
H  1.99  -0.46  -0.52  0.45
H  0.04  0.26  1.84  -0.69
C  -4.02  -3.85  2.62  -1.46
C  -3.21  -2.62  3.13  2.18
C  -2.96  -2.46  4.60  -1.50
O  -1.96  -2.89  2.52  0.32
H  -3.94  -4.05  1.55  0.08
H  -5.05  -3.53  2.78  0.44
H  -3.84  -4.82  3.10  0.41
H  -3.54  -1.65  2.76  -0.95
H  -2.36  -3.31  4.94  0.33
H  -3.88  -2.19  5.11  0.40
H  -2.36  -1.58  4.83  0.18
H  -1.50  -2.06  2.63  -0.32
C  5.49  -0.05  6.69  -0.95
C  3.99  0.40  7.02  0.50
C  3.87  1.77  7.77  -1.42
O  3.32  0.39  5.78  0.04
H  5.61  -1.12  6.52  0.35
H  6.15  0.23  7.51  0.52
H  5.81  0.26  5.70  -0.20
H  3.64  -0.46  7.59  0.24
H  2.85  2.08  8.00  0.35
H  4.20  2.51  7.03  0.32
H  4.51  1.85  8.65  0.39
H  3.15  -0.53  5.59  -0.14
C  4.28  -3.83  0.98  -1.33
C  3.44  -5.05  1.24  0.77
C  2.26  -4.98  0.22  -0.44
O  4.25  -6.09  0.75  -0.58
H  3.80  -2.86  0.95  0.12
H  4.69  -3.82  -0.03  0.30
H  5.09  -3.77  1.72  0.39
H  3.17  -5.20  2.28  0.26
H  1.48  -4.25  0.46  -0.07
H  1.69  -5.91  0.28  0.43
H  2.56  -4.90  -0.82  -0.24
H  3.78  -6.90  0.97  0.35
C  1.77  0.11  -4.11  -1.26
C  1.69  -1.42  -4.29  0.58
C  0.81  -2.00  -3.14  -0.88
O  1.16  -1.76  -5.54  -0.57
H  0.86  0.71  -4.05  -0.18
H  2.29  0.45  -5.01  0.47
H  2.47  0.39  -3.32  0.52
H  2.64  -1.95  -4.29  0.26
H  1.22  -1.72  -2.17  0.00
H  0.81  -3.08  -3.27  0.55
H  -0.19  -1.57  -3.19  0.20
H  0.29  -2.11  -5.35  0.30
C  -4.01  0.70  0.47  0.29
C  -4.51  -0.43  -0.42  1.26
C  -5.51  -1.31  0.23  -1.14
O  -5.36  0.21  -1.44  -0.06
H  -3.34  1.39  -0.04  -0.22
H  -3.63  0.27  1.39  -0.31
H  -4.87  1.29  0.80  0.08
H  -3.70  -1.09  -0.75  -0.82
H  -5.76  -2.23  -0.30  0.24
H  -6.45  -0.80  0.46  0.46
H  -5.11  -1.70  1.17  -0.22
H  -6.11  0.71  -1.11  0.21
C  1.94  -2.51  3.67  0.00
C  1.65  -3.00  5.04  0.24
C  1.81  -4.54  5.13  -1.42
O  2.51  -2.47  5.95  -0.57
H  1.37  -3.07  2.92  0.39
H  2.99  -2.62  3.42  0.20
H  1.73  -1.50  3.33  -0.63
H  0.62  -2.73  5.30  0.25
H  1.13  -5.13  4.52  0.36
H  1.65  -4.91  6.15  0.35
H  2.82  -4.77  4.80  0.35
H  3.36  -2.84  5.72  0.42
C  -6.39  4.89  -2.38  -1.79
C  -5.57  3.72  -2.02  1.33
C  -4.18  3.62  -2.60  -0.87
O  -5.46  3.73  -0.64  -0.25
H  -6.74  4.95  -3.41  0.39
H  -5.81  5.77  -2.10  0.35
H  -7.28  4.93  -1.74  0.41
H  -6.11  2.79  -2.23  -0.24
H  -3.67  2.71  -2.29  0.08
H  -3.49  4.33  -2.14  -0.05
H  -4.14  3.59  -3.69  0.55
H  -6.27  3.41  -0.24  0.25
C  -1.81  0.26  -5.50  -1.45
C  -2.29  -1.15  -5.92  0.91
C  -1.98  -1.33  -7.41  -1.55
O  -1.67  -2.17  -5.16  -0.64
H  -2.33  1.09  -5.98  0.64
H  -0.75  0.28  -5.75  0.56
H  -1.94  0.27  -4.41  0.09
H  -3.34  -1.20  -5.62  -0.15
H  -0.91  -1.47  -7.56  0.33
H  -2.20  -0.41  -7.96  0.42
H  -2.56  -2.11  -7.90  0.43
H  -1.77  -3.00  -5.61  0.30
C  -3.16  3.68  4.47  -1.40
C  -4.18  3.29  3.38  1.52
C  -4.95  2.05  3.73  -1.56
O  -5.19  4.33  3.31  -0.68
H  -2.88  2.85  5.11  0.40
H  -3.65  4.42  5.11  0.42
H  -2.26  4.24  4.22  0.06
H  -3.78  3.25  2.37  -0.01
H  -4.23  1.23  3.76  0.15
H  -5.79  1.99  3.05  0.30
H  -5.33  2.13  4.75  0.48
H  -4.82  4.89  2.63  0.55
C  -4.53  -3.61  -3.48  -0.01
C  -5.72  -4.41  -3.82  0.56
C  -5.52  -5.85  -3.26  -1.34
O  -6.87  -3.82  -3.33  -0.60
H  -4.60  -2.58  -3.82  -0.11
H  -3.58  -3.98  -3.87  0.35
H  -4.58  -3.49  -2.40  -0.27
H  -5.81  -4.53  -4.90  0.28
H  -6.47  -6.38  -3.12  0.39
H  -5.07  -5.96  -2.28  0.15
H  -4.91  -6.49  -3.90  0.36
H  -6.93  -3.05  -3.91  0.33
C  7.43  -0.74  -1.01  -0.85
C  8.65  0.11  -0.79  0.47
C  8.48  1.67  -0.74  -1.13
O  9.36  -0.31  0.33  -0.63
H  7.68  -1.79  -1.12  0.30
H  6.82  -0.44  -1.86  0.43
H  6.77  -0.71  -0.14  -0.12
H  9.28  0.08  -1.68  0.29
H  9.33  2.26  -0.40  0.33
H  7.48  1.87  -0.36  0.01
H  8.29  2.02  -1.76  0.46
H  8.82  -0.24  1.11  0.47
C  5.78  4.50  1.54  -1.14
C  4.37  4.49  1.01  0.69
C  4.36  3.37  -0.04  -1.34
O  3.47  4.19  2.04  -0.34
H  5.84  5.12  2.44  0.39
H  6.51  5.00  0.90  0.45
H  6.18  3.53  1.80  -0.09
H  4.05  5.41  0.50  0.34
H  3.39  3.36  -0.54  0.21
H  4.54  2.37  0.33  0.23
H  5.11  3.46  -0.82  0.48
H  3.35  3.24  2.06  0.09
C  5.79  0.49  2.93  -1.37
C  7.25  0.92  3.10  1.47
C  7.75  1.35  4.45  -1.71
O  8.13  -0.14  2.60  -0.48
H  5.01  1.17  3.28  0.35
H  5.57  -0.36  3.57  0.40
H  5.63  0.21  1.88  0.15
H  7.23  1.70  2.33  -0.42
H  8.64  1.88  4.12  0.44
H  7.80  0.61  5.25  0.48
H  7.03  2.10  4.79  0.36
H  8.31  -0.79  3.28  0.24
C  0.18  1.44  4.59  -0.34
O  1.01  1.05  3.53  -0.14
H  0.06  2.52  4.75  0.07
H  -0.82  1.02  4.52  -0.03
H  0.40  1.15  5.62  0.37
H  1.82  0.81  3.98  -0.06
C  1.22  5.34  4.36  -0.25
O  1.49  5.94  3.15  -0.56
H  0.79  6.01  5.11  0.33
H  0.59  4.53  4.00  -0.14
H  2.11  4.87  4.79  0.25
H  2.00  5.37  2.57  0.46

Properties
HOMO energy (eV): -9.5454
Energy above the lowest of the compared OMol25 structures with the same formula, charge and spin (kJ/mol): 681.27
Maximum force (eV/A): 3.6
Kohn-Sham gap (eV): 9.75
Multiplicity: 1

***

Entry 2:
Entry from the Open Molecules 2025 dataset: C6H9NO as an isolated structure (the ωB97M-V functional and the def2-TZVPD basis).

Last column: natural (NBO) charge in e.
CARTESIAN COORDINATES (ANGSTROEM)
C  -0.60  -2.26  0.32  -0.64
C  -0.06  -0.88  0.09  0.18
C  0.93  -0.34  -0.80  0.03
C  0.47  1.25  -0.74  -0.07
C  0.20  1.58  0.80  -0.43
C  -0.89  0.43  0.53  -0.08
H  -1.48  -2.64  -0.36  0.24
H  0.43  -3.05  0.34  0.23
H  -0.81  -2.40  1.41  0.23
H  1.52  -0.91  -1.43  0.22
H  0.89  1.84  -1.46  0.20
H  -0.14  2.68  0.70  0.22
H  1.03  1.33  1.46  0.23
H  -1.88  0.09  1.23  0.22
H  -1.48  2.07  -0.73  0.33
N  -1.07  1.19  -0.98  -0.60
O  1.15  -0.77  0.57  -0.50

Properties
HOMO energy (eV): -9.1278
Energy above the lowest of the compared OMol25 structures with the same formula, charge and spin (kJ/mol): 563.44
Maximum force (eV/A): 5.3
Kohn-Sham gap (eV): 10.16
Multiplicity: 1